Record 1
C4H15N2O2 | ωB97M-V with the def2-TZVPD basis set

Properties
Spin multiplicity ... 2
Total charge ... 0
Orbital gap (alpha / beta) ... 3.2 / 10.4 eV
HOMO (alpha / beta) ... -0.098 / -0.365 Eh

XYZ file:
```
23
Properties=species:S:1:pos:R:3:forces:R:3
C 0.42910 -2.52280 0.97503 3.3 0.4 -1.4
O 1.02562 -1.99201 2.18599 -1.3 -3.9 3.6
C 0.45843 -1.19345 0.14922 -3.0 -0.1 -0.7
C -0.42529 -1.05532 -1.18291 1.0 -0.8 -0.1
C -0.33912 0.19817 -2.05871 0.6 2.2 1.6
N -0.67473 1.42957 -1.13944 -2.8 -3.9 -1.1
N -0.09187 -0.12647 1.18054 0.2 0.8 -1.5
H -0.46442 -3.15398 0.90808 -0.2 0.7 0.8
H 1.32326 -3.16394 0.68101 -1.4 0.3 -0.8
H 0.99562 -2.81425 2.93759 0.2 3.1 -2.5
H 1.47892 -1.04280 -0.13176 0.5 0.7 0.3
H -1.49888 -1.11376 -0.98837 0.1 -0.7 0.4
H -0.08986 -1.86279 -1.86869 -0.5 -0.1 0.6
H -1.02334 0.10048 -2.92174 0.1 0.1 0.5
H 0.65393 0.43697 -2.48761 -0.3 -0.5 0.4
H -1.73014 1.56359 -1.22206 2.2 0.6 0.1
H -0.09706 2.18348 -1.35455 0.4 1.8 -0.5
H -0.61318 0.67113 0.64054 0.7 -1.5 0.6
H 0.73145 0.38045 1.57873 -0.4 -0.4 0.5
H -0.65200 -0.64631 1.93116 0.5 0.9 -0.6
H -1.14882 4.59046 -0.23464 2.2 -1.0 -0.2
H 0.37212 4.82054 0.10154 -0.7 -0.8 -0.5
O -0.22689 4.16319 -0.33008 -1.5 2.0 0.7
```
Forces are in eV/Å.



Record 2
C4H15N2O2 | ωB97M-V with the def2-TZVPD basis set

Properties
Total charge ... +1
Orbital gap ... 10.8 eV
HOMO ... -0.520 Eh

XYZ file:
```
23
Properties=species:S:1:pos:R:3:forces:R:3
C -0.70831 1.50527 -0.22308 -0.6 -2.9 1.6
C 0.73274 1.84811 -0.14229 0.7 -2.1 -0.6
C 1.41751 1.09453 1.12329 -5.5 -0.5 -2.8
N 1.16054 -0.32376 0.89128 3.4 -1.3 -3.4
C 1.87821 -0.83557 -0.14863 -1.4 -2.2 1.4
N 1.61910 -2.10196 -0.57668 2.8 0.3 -1.7
H -1.37955 2.14072 -0.70305 -0.6 1.5 -1.1
H -0.87093 0.50914 -0.64791 0.2 0.3 -0.3
H -1.10117 1.36292 0.78547 -0.2 0.3 0.2
H 1.12656 1.61619 -1.22374 0.3 0.4 2.3
H 0.73243 2.85188 0.04916 0.8 2.8 0.2
H 2.38250 1.31090 1.18779 4.3 0.5 0.3
H 0.94684 1.28285 2.05790 -0.5 0.9 0.6
H 0.36822 -0.91075 1.12476 -0.5 0.5 0.5
H 2.71560 -0.24872 -0.60023 -0.8 -0.7 0.6
H 2.29850 -2.65756 -1.21413 -1.5 1.9 1.4
H 0.77197 -2.62321 -0.36528 -0.1 0.5 0.5
H -1.35280 -1.38827 -0.57877 0.9 -2.3 2.8
H -1.62900 -2.48108 0.51999 -3.9 -2.2 1.9
O -0.93972 -2.04699 0.15844 2.5 4.3 -4.4
H -3.12864 0.72810 -0.28117 0.5 -2.1 0.4
H -3.90366 -0.34518 -0.87064 -1.1 -0.9 -0.7
O -3.13692 -0.28755 -0.32246 0.4 2.8 0.3
```
Forces are in eV/Å.



Record 3
C4H15N2O2 | ωB97M-V with the def2-TZVPD basis set

Properties
Spin multiplicity ... 2
Total charge ... +2
Orbital gap (alpha / beta) ... 8.7 / 4.9 eV
HOMO (alpha / beta) ... -0.635 / -0.635 Eh

XYZ file:
```
23
Properties=species:S:1:pos:R:3:forces:R:3
C -0.13811 -0.62373 0.06268 -0.1 -1.2 0.6
C 0.70355 -0.05687 -1.07469 0.3 -0.1 -0.1
C 0.35196 1.03034 -2.00590 0.7 -0.4 -0.1
C -0.88671 1.68301 -2.08273 -1.1 1.0 0.6
N 1.42226 1.34721 -2.85504 -0.5 0.0 0.2
N 0.48992 -0.37053 1.42611 -0.7 0.6 -0.4
H -1.20047 -0.42205 0.15332 0.1 0.9 -0.3
H -0.22319 -1.71271 0.04473 0.6 0.0 -0.6
H 1.71067 0.25436 -0.74941 0.0 0.1 0.3
H 1.10722 -0.84934 -1.73459 -0.3 -0.1 -0.1
H -1.11102 2.56505 -2.67738 0.6 -0.2 -0.4
H -1.73356 1.47107 -1.43913 0.1 -0.6 0.0
H 1.16379 1.17881 -3.83272 0.2 0.0 0.0
H 1.65934 2.34046 -2.77300 -0.1 0.0 -0.2
H -0.09551 0.30032 1.94630 -0.2 -0.1 0.0
H 0.51831 -1.25639 1.93102 0.2 -0.2 0.5
H 1.41190 0.05512 1.35934 0.3 -0.3 0.1
H 0.35254 -4.37291 2.79213 0.0 -0.1 0.1
H 0.53200 -3.66242 4.13763 -0.1 -0.1 0.0
O 0.09882 -3.58212 3.28060 0.2 0.4 -0.4
H -1.95832 1.56686 0.58704 -0.1 -0.1 0.5
H -2.36299 1.86488 2.00999 0.2 -0.3 0.2
O -1.81239 1.25157 1.49369 -0.2 0.6 -0.4
```
Forces are in eV/Å.



Record 4
C4H15N2OPd | ωB97M-V with the def2-TZVPD basis set

Properties
Spin multiplicity ... 3
Total charge ... -1
Orbital gap (alpha / beta) ... 3.3 / 7.5 eV
HOMO (alpha / beta) ... 0.025 / -0.141 Eh

XYZ file:
```
23
Properties=species:S:1:pos:R:3:forces:R:3
C 0.78335 -2.53453 -2.11804 0.2 0.6 -0.7
Pd 1.65215 -0.30464 -1.00692 1.0 -1.0 -0.9
N 2.93949 1.32939 -0.53453 1.3 0.5 -0.3
H 2.83731 -1.16115 -1.66341 0.9 0.3 0.1
H 2.60135 2.10276 -1.09794 0.2 0.0 0.3
H 1.87847 -2.32627 -2.23474 -1.3 0.0 -0.5
H 0.48361 -3.24313 -2.90165 -0.3 -0.1 0.3
H 0.12723 -1.56421 -2.24930 1.3 -1.8 0.6
H 0.79951 -2.96893 -1.11118 -0.8 0.1 -0.2
H 2.76392 1.44097 0.45432 0.2 0.3 0.0
H 3.90538 1.04876 -0.77479 -1.0 0.4 0.4
C -2.02479 1.88863 0.76000 0.3 0.0 -0.1
N -1.56074 0.60654 1.23200 -2.4 1.2 2.1
C -2.38847 -0.05481 2.19062 0.1 -0.5 0.7
C -0.47356 0.04463 0.69490 -1.0 -1.5 0.5
O 0.18527 0.77564 -0.08343 0.6 1.0 -0.6
H -2.91454 2.23963 1.29081 0.3 -0.3 0.1
H -2.24845 1.85889 -0.29857 -0.2 -0.1 -0.7
H -1.22883 2.60781 0.86797 0.2 0.5 0.1
H -2.79448 -1.00930 1.87468 -0.3 -0.7 -0.9
H -1.85243 -0.33631 3.08761 0.4 0.2 0.4
H -3.25210 0.51739 2.52545 0.2 0.3 -0.3
H -0.21866 -0.95776 1.09615 0.1 0.6 -0.3
```
Forces are in eV/Å.



Record 5
C4H15N2OS | ωB97M-V with the def2-TZVPD basis set

Properties
Total charge ... +1
Orbital gap ... 9.0 eV
HOMO ... -0.448 Eh

XYZ file:
```
23
Properties=species:S:1:pos:R:3:forces:R:3
N -1.43355 0.89043 1.16643 -0.4 -0.2 0.6
C -0.30621 -0.13563 0.92400 -2.1 0.4 -0.7
C 0.41950 0.25807 -0.33682 -0.1 -0.3 -1.7
C 1.87985 -0.17928 -0.40736 0.3 0.9 0.5
S 2.84297 0.75694 -1.64949 -0.4 -0.4 -0.1
C -1.03864 -1.49204 0.99852 1.5 -0.5 0.6
N -1.07303 -1.88127 2.40127 -0.4 0.2 0.4
H -1.70510 0.75195 2.14272 0.2 0.5 0.2
H -2.32193 0.74158 0.66494 0.6 -0.3 -0.8
H -1.12666 1.84133 0.96117 0.0 0.0 0.4
H 0.26399 -0.03865 1.82895 0.7 0.0 0.2
H 0.25542 1.31162 -0.60050 0.6 0.2 0.7
H -0.02130 -0.15214 -1.25384 -0.5 -0.5 0.4
H 1.96696 -1.23741 -0.62160 0.0 -0.1 -0.2
H 2.37447 -0.00288 0.53886 0.0 -0.1 0.4
H 2.22498 1.91193 -1.38194 0.1 0.1 0.0
H -2.06096 -1.47238 0.64235 0.0 0.2 -0.6
H -0.43061 -2.18224 0.40237 -0.4 -0.1 -0.1
H -1.96247 -2.24328 2.71178 0.0 -0.1 -0.1
H -0.35523 -2.53582 2.67644 0.1 0.0 -0.1
H -3.35010 1.36676 -1.61969 -0.5 0.0 1.0
H -2.73201 0.24322 -2.14609 0.2 -1.1 0.6
O -3.10548 0.48371 -1.27593 0.4 1.2 -1.5
```
Forces are in eV/Å.



Record 6
C4H15N3O | ωB97M-V with the def2-TZVPD basis set

Properties
Total charge ... 0
Orbital gap ... 4.0 eV
HOMO ... -0.311 Eh

XYZ file:
```
23
Properties=species:S:1:pos:R:3:forces:R:3
C 1.12755 -0.46915 0.42350 1.4 -3.0 -2.5
C 0.36102 0.56949 1.10026 -1.5 2.4 1.4
C 0.93312 1.84604 0.65514 -1.5 0.8 2.1
N 0.17515 1.72544 -1.75450 0.4 3.0 0.3
N 0.52883 -1.78229 0.33353 -0.4 1.6 0.2
C -0.32192 -1.84111 -0.84599 0.0 -0.9 -1.0
N -1.40383 -0.86523 -1.01350 -0.4 -1.0 2.3
H 1.10843 -0.08888 -0.62105 0.6 -0.6 0.3
H 2.16821 -0.51459 0.75301 -0.1 0.0 0.4
H -0.70841 0.60874 0.81982 0.9 -0.5 0.1
H 0.31258 0.32524 2.19728 0.4 0.2 -0.4
H 0.04213 2.46147 0.50858 0.7 0.9 -0.2
H 1.78396 2.35870 1.11688 0.2 -0.5 -0.3
H -0.52741 1.20590 -2.22192 -0.2 -1.7 -0.2
H 1.04559 1.72164 -0.58249 -1.0 -0.4 -1.1
H 0.73345 2.13780 -2.48868 0.7 -0.2 0.0
H -0.69917 -2.87532 -0.84264 -0.2 0.5 -0.3
H 0.32693 -1.68441 -1.70325 0.3 -0.4 -0.2
H -1.76460 -0.82193 -0.00362 -0.7 0.0 -1.1
H -0.98163 0.03620 -1.10339 0.3 0.3 -0.1
H -2.47460 -1.10568 2.40238 2.1 0.3 -1.7
H -0.04986 -1.96286 1.15381 0.0 -0.3 0.4
O -1.71552 -0.98521 1.71684 -2.0 -0.4 1.7
```
Forces are in eV/Å.



| no. | DFT total energy (Eh) |
| --- | --- |
| 1 | -421.19088 |
| 2 | -421.11893 |
| 3 | -420.65794 |
| 4 | -473.87129 |
| 5 | -744.08560 |
| 6 | -400.54263 |